[1]
One molecule with the formula C4H7NO2. Source: OMol25; level of theory: ωB97M-V/def2-TZVPD.

Results
frontier orbital gap	10.269	eV
highest occupied orbital energy	-9.6942	eV

ORCA input file:
```
! RIJCOSX wB97M-V def2-TZVPD def2/J DEFGRID3
* xyz 0 1
H 0.929 -0.873 -1.474
H 2.376 0.220 -0.185
O -2.360 0.450 0.517
N -0.235 -0.512 0.263
H 1.069 -1.266 1.686
C 0.166 -0.654 1.634
H -1.196 0.141 -2.294
C 0.590 -0.053 -0.833
C -0.737 0.622 -1.428
H -0.645 -1.135 2.188
H 0.349 0.331 2.074
H -0.628 1.698 -1.572
O 1.664 0.809 -0.483
C -1.340 0.223 -0.092
*
```

Want to see where the charge sits? The Mulliken charges in e are: number 1, H, carries 0.2766; number 2, H, carries 0.3512; number 3, O, carries -0.6207; number 4, N, carries 0.1311; number 5, H, carries 0.3463; number 6, C, carries -0.8905; number 7, H, carries 0.2441; number 8, C, carries -0.1293; number 9, C, carries -0.3795; number 10, H, carries 0.3069; number 11, H, carries 0.3217; number 12, H, carries 0.2426; number 13, O, carries -0.5364; number 14, C, carries 0.3359

[2]
A 2-piece molecular cluster, C4H13NS overall. Source: OMol25; level of theory: ωB97M-V/def2-TZVPD.

Results
frontier orbital gap	9.731	eV
highest occupied orbital energy	-8.7308	eV

ORCA input file:
```
! RIJCOSX wB97M-V def2-TZVPD def2/J DEFGRID3
* xyz 0 1
H -1.960 -2.523 2.896
H -1.048 -2.266 1.353
C -0.464 -0.865 2.911
H 0.744 -1.288 1.305
H -1.420 0.019 -1.044
S -0.123 -0.032 -1.324
H 1.520 -1.008 2.649
H -0.794 1.835 -2.579
C 0.108 1.725 -1.993
H -0.166 -1.267 3.880
H 1.495 0.965 -3.412
H 1.425 2.745 -3.289
N 0.752 -0.656 2.086
H 0.133 2.329 -1.092
H -0.967 0.082 3.098
H 2.231 1.774 -1.991
C 1.439 1.809 -2.733
C -1.482 -1.803 2.237
H -2.330 -1.241 1.832
*
```

Want to see where the charge sits? The Mulliken charges in e are: number 1, H, carries 0.2995; number 2, H, carries 0.2547; number 3, C, carries -0.2214; number 4, H, carries 0.1834; number 5, H, carries 0.1140; number 6, S, carries -0.2592; number 7, H, carries 0.2409; number 8, H, carries 0.3572; number 9, C, carries -0.4074; number 10, H, carries 0.2505; number 11, H, carries 0.3124; number 12, H, carries 0.3015; number 13, N, carries -0.5410; number 14, H, carries 0.2912; number 15, H, carries 0.2014; number 16, H, carries 0.3073; number 17, C, carries -1.0266; number 18, C, carries -0.8837; number 19, H, carries 0.2253

[3]
H8LiO4 as an isolated structure. Source: OMol25; level of theory: ωB97M-V/def2-TZVPD.

Results
frontier orbital gap	12.786	eV
highest occupied orbital energy	-16.1495	eV

ORCA input file:
```
! RIJCOSX wB97M-V def2-TZVPD def2/J DEFGRID3
* xyz 1 1
H 15.326 -1.536 -5.903
H 15.230 1.138 -9.439
H 16.405 -2.944 -10.714
H 18.809 -0.314 -7.774
O 15.415 0.488 -8.762
Li 16.430 -1.381 -8.597
O 18.395 -0.894 -8.414
H 14.966 -2.679 -10.329
H 15.530 -2.717 -6.828
O 15.826 -1.821 -6.668
H 19.037 -0.968 -9.120
H 15.043 0.861 -7.963
O 15.851 -2.714 -9.969
*
```

Want to see where the charge sits? The Mulliken charges in e are: number 1, H, carries 0.3116; number 2, H, carries 0.2931; number 3, H, carries 0.3287; number 4, H, carries 0.2897; number 5, O, carries -0.5556; number 6, Li, carries 0.9414; number 7, O, carries -0.5720; number 8, H, carries 0.3300; number 9, H, carries 0.3458; number 10, O, carries -0.6495; number 11, H, carries 0.3047; number 12, H, carries 0.2898; number 13, O, carries -0.6578

[4]
One molecule with the formula C4H5NOS2. Source: OMol25; level of theory: ωB97M-V/def2-TZVPD.

Results
frontier orbital gap	8.822	eV
highest occupied orbital energy	-8.1949	eV

ORCA input file:
```
! RIJCOSX wB97M-V def2-TZVPD def2/J DEFGRID3
* xyz 0 1
H 1.576 -2.615 -0.003
H -0.937 -2.752 -0.029
S -2.516 -0.038 0.077
C -0.400 -1.832 -0.035
C 0.333 0.312 -0.001
S 0.452 2.052 -0.076
H -2.551 0.669 -1.072
C -0.833 -0.548 -0.022
N 0.984 -1.811 0.005
H 0.186 2.344 1.207
O 2.745 -0.287 0.013
H 2.840 0.693 0.028
C 1.411 -0.532 0.010
*
```

Want to see where the charge sits? The Mulliken charges in e are: number 1, H, carries 0.1894; number 2, H, carries 0.4355; number 3, S, carries -0.2574; number 4, C, carries -0.6763; number 5, C, carries 0.0359; number 6, S, carries -0.2835; number 7, H, carries 0.1401; number 8, C, carries 0.2393; number 9, N, carries 0.0262; number 10, H, carries 0.1577; number 11, O, carries -0.5246; number 12, H, carries 0.3337; number 13, C, carries 0.1840

[5]
A 2-piece molecular cluster, C5H12NO overall. Source: OMol25; level of theory: ωB97M-V/def2-TZVPD.

Results
frontier orbital gap (spin up / spin down)	8.226 / 8.739	eV
highest occupied orbital energy (spin up / spin down)	-11.8989 / -12.2939	eV

ORCA input file:
```
! RIJCOSX wB97M-V def2-TZVPD def2/J DEFGRID3
* xyz 1 1
H 0.455 1.070 1.403
H 0.028 1.412 -0.242
C -2.429 0.284 -0.380
C 2.134 1.056 -0.010
H 1.865 -1.247 -1.195
C -3.349 0.163 0.498
H -4.490 0.465 0.398
H 0.455 -2.046 1.401
H -3.123 0.212 1.510
H 2.259 0.940 -1.032
C 0.775 -1.290 -0.977
C 0.295 -0.552 0.204
H 0.391 -0.707 -1.810
N 0.670 0.891 0.335
H 0.540 -2.343 -0.883
H 2.616 2.067 0.193
H 2.797 0.286 0.522
H -2.063 0.435 -1.400
O 0.173 -1.094 1.463
*
```

Want to see where the charge sits? The Mulliken charges in e are: number 1, H, carries 0.3878; number 2, H, carries 0.4367; number 3, C, carries -0.1593; number 4, C, carries -0.9201; number 5, H, carries 0.3714; number 6, C, carries -0.5917; number 7, H, carries 0.2382; number 8, H, carries 0.3780; number 9, H, carries 0.2749; number 10, H, carries 0.4164; number 11, C, carries -1.2961; number 12, C, carries 0.3125; number 13, H, carries 0.3269; number 14, N, carries -0.1224; number 15, H, carries 0.4531; number 16, H, carries 0.3248; number 17, H, carries 0.3560; number 18, H, carries 0.3153; number 19, O, carries -0.5024

[6]
A 6-piece molecular cluster, C14H31Cl6O8P overall. Source: OMol25; level of theory: ωB97M-V/def2-TZVPD.

Results
frontier orbital gap	10.182	eV
highest occupied orbital energy	-10.0802	eV

ORCA input file:
```
! RIJCOSX wB97M-V def2-TZVPD def2/J DEFGRID3
* xyz 0 1
P -0.305 -1.821 -6.387
C -6.094 3.271 -1.526
C 4.985 -0.191 6.960
H 5.406 2.385 7.877
H 3.792 2.209 7.115
C -0.631 -2.960 -8.708
H -5.130 4.972 -2.465
H -6.881 3.930 -1.159
H -1.994 -2.271 7.421
C 5.254 -1.449 6.172
C -4.896 4.138 -1.802
C 5.290 3.334 6.102
O 0.623 -0.713 -7.128
Cl 8.138 -2.723 -0.985
O -0.206 -3.115 -7.393
H 5.806 -2.180 6.762
Cl -3.781 -3.982 7.064
H -5.739 -0.887 -0.297
O 4.518 -0.334 8.093
C 4.869 2.123 6.966
O 0.090 -2.175 -4.978
C -6.378 1.142 -0.477
Cl 0.367 -0.763 2.120
H -1.314 -3.771 -8.960
C 6.588 -1.804 -1.261
Cl -2.973 -2.464 9.493
H 4.300 -1.901 5.902
H -3.638 -1.040 -5.724
H -0.649 0.590 0.418
H 5.789 -2.331 -0.739
C -5.778 -0.003 0.341
H -4.433 4.521 -0.893
H -3.402 -2.399 -6.836
H -4.767 0.245 0.665
H 6.377 3.266 6.084
Cl 6.767 -0.222 -0.502
O -1.821 -1.150 -6.626
Cl 0.344 2.173 1.810
H -6.534 2.795 -2.401
O 5.197 0.939 6.298
O -5.642 2.220 -0.656
H 4.880 4.223 6.581
H -6.294 -0.189 1.283
O -7.483 0.945 -1.005
H 6.362 -1.723 -2.324
C 0.285 0.599 0.980
H -2.757 -2.460 -5.234
C -3.025 -2.463 7.717
H 1.117 0.576 0.276
C 1.416 0.208 -6.388
H 0.129 -3.028 -9.486
H -1.223 -2.057 -8.857
H 2.366 0.309 -6.912
H -4.110 3.631 -2.362
H 0.929 1.183 -6.378
H 5.823 -1.079 5.318
H 4.934 3.221 5.078
H 1.652 -0.132 -5.380
H -3.591 -1.584 7.407
C -2.923 -1.785 -6.073
*
```

Want to see where the charge sits? The Mulliken charges in e are: number 1, P, carries 1.0976; number 2, C, carries -0.1917; number 3, C, carries 0.6420; number 4, H, carries 0.2787; number 5, H, carries 0.3066; number 6, C, carries -0.6987; number 7, H, carries 0.3863; number 8, H, carries 0.2757; number 9, H, carries 0.2630; number 10, C, carries -0.8353; number 11, C, carries -1.1632; number 12, C, carries -1.2008; number 13, O, carries -0.2893; number 14, Cl, carries -0.1557; number 15, O, carries -0.3245; number 16, H, carries 0.2873; number 17, Cl, carries -0.1486; number 18, H, carries 0.2678; number 19, O, carries -0.5689; number 20, C, carries -0.1686; number 21, O, carries -0.6846; number 22, C, carries 0.6888; number 23, Cl, carries -0.1429; number 24, H, carries 0.2840; number 25, C, carries -0.2172; number 26, Cl, carries -0.1451; number 27, H, carries 0.2238; number 28, H, carries 0.2587; number 29, H, carries 0.2282; number 30, H, carries 0.2422; number 31, C, carries -0.8776; number 32, H, carries 0.2943; number 33, H, carries 0.2766; number 34, H, carries 0.2637; number 35, H, carries 0.3128; number 36, Cl, carries -0.1381; number 37, O, carries -0.2893; number 38, Cl, carries -0.1539; number 39, H, carries 0.3144; number 40, O, carries -0.2557; number 41, O, carries -0.2543; number 42, H, carries 0.3612; number 43, H, carries 0.2759; number 44, O, carries -0.5818; number 45, H, carries 0.2687; number 46, C, carries -0.1920; number 47, H, carries 0.3447; number 48, C, carries -0.2293; number 49, H, carries 0.2603; number 50, C, carries -0.6760; number 51, H, carries 0.2764; number 52, H, carries 0.3275; number 53, H, carries 0.2327; number 54, H, carries 0.3018; number 55, H, carries 0.2587; number 56, H, carries 0.2882; number 57, H, carries 0.3290; number 58, H, carries 0.3315; number 59, H, carries 0.2601; number 60, C, carries -0.7261

Calculated energy relative to the best compared isomer or geometry (same formula, charge and spin) (kJ/mol), listed in the same order as above: 126.8; 62.6; 13.0; 18.1; 564.7; 186.4
Calculated DFT total energy (eV), listed in the same order as above: -9845.96578; -16683.44200; -8521.69931; -29436.90695; -8904.77656; -115825.34958